Run a
{"formula": "C3H9NP2", "method": "ωB97M-V/def2-TZVPD", "symbols": ["C", "C", "C", "N", "P", "P", "H", "H", "H", "H", "H", "H", "H", "H", "H"], "coordinates": [[2.311, -0.839, 0.421], [-2.697, -0.337, 0.609], [-0.084, 1.327, -0.055], [0.000, -1.019, -0.531], [1.202, 0.111, -0.530], [-1.373, 0.045, -0.391], [3.260, -1.168, 0.045], [2.252, -0.529, 1.463], [-2.783, -1.276, 1.218], [-3.566, 0.360, 0.542], [0.136, 1.540, 1.035], [-0.194, 2.328, -0.553], [1.710, -1.892, 0.237], [1.492, 0.669, -1.821], [-1.666, 0.679, -1.690]], "orbital_gap_ev": 7.42}

Run b
{"formula": "C3H9NP2", "method": "ωB97M-V/def2-TZVPD", "symbols": ["C", "P", "C", "C", "N", "P", "H", "H", "H", "H", "H", "H", "H", "H", "H"], "coordinates": [[0.368, -1.972, -1.590], [0.002, -0.399, -1.757], [-0.164, 0.353, -0.043], [1.280, 0.299, 0.545], [-0.647, 1.680, 0.149], [-2.297, 1.914, 0.316], [0.563, -2.649, -2.461], [0.396, -2.410, -0.563], [-0.892, -0.350, 0.737], [1.489, 1.270, 1.042], [2.111, 0.025, -0.183], [1.377, -0.462, 1.363], [-0.144, 2.341, -0.441], [-2.344, 2.490, 1.715], [-2.451, 0.582, 0.812]], "smiles": "C=P[C@@H](C)NP", "orbital_gap_ev": 8.60}

It comes down to run b, which is 1.296 eV more stable than the next structure.

Run a
{"formula": "CFN2OS", "method": "ωB97M-V/def2-TZVPD", "symbols": ["C", "N", "N", "O", "F", "S"], "coordinates": [[0.315, 1.953, -1.606], [0.597, 3.044, -1.497], [-0.226, -0.736, 0.475], [0.633, -0.414, 1.449], [-1.405, -3.062, 0.343], [-0.272, -2.152, 1.173]], "charge": -1, "orbital_gap_ev": [5.16, 5.16]}

Run b
{"formula": "CFN2OS", "method": "ωB97M-V/def2-TZVPD", "symbols": ["C", "N", "N", "O", "F", "S"], "coordinates": [[1.422, -0.286, 0.030], [2.408, -0.787, 0.324], [-0.054, 0.575, -0.616], [-0.254, 1.700, 0.115], [-2.090, -1.428, -0.100], [-1.432, 0.226, 0.247]], "charge": -1, "orbital_gap_ev": 8.44}

It comes down to run b, which is 0.826 eV more stable than the next structure.